(1)
Computed, not measured: one molecule with the formula C2H4NPS in a non-equilibrium geometry, with ωB97M-V with the def2-TZVPD basis set.

CARTESIAN COORDINATES (ANGSTROEM)
C -0.66709 1.80627 0.17907
C -0.04934 -0.87090 -0.42770
N 1.35846 1.57156 -0.16358
P 1.63140 0.00868 -0.06533
S -1.44338 0.37284 -0.19268
H -1.38845 2.69532 0.13993
H -0.13695 -1.32555 -1.37989
H -0.34718 -1.58714 0.31154
H 1.86253 -0.50460 1.26602

## Properties
- HOMO-LUMO gap (alpha / beta) (eV) = 7.005 / 7.011

***

(2)
Computed, not measured: a 11-piece molecular cluster, C11H33N11O22 overall, with ωB97M-V with the def2-TZVPD basis set.

CARTESIAN COORDINATES (ANGSTROEM)
C -4.35962 1.05282 -2.27115
N -3.88752 0.45799 -3.54272
O -3.33196 1.20607 -4.31965
O -4.04623 -0.73218 -3.70630
H -5.07293 0.40818 -1.77276
H -4.76380 2.03159 -2.49801
H -3.48308 1.13575 -1.62827
C 3.24657 4.02199 -1.02874
N 3.60001 2.58496 -0.86308
O 2.86067 1.90286 -0.19137
O 4.59121 2.17597 -1.42627
H 4.16587 4.57700 -1.15422
H 2.69444 4.32073 -0.14444
H 2.59229 4.08515 -1.89455
C 4.86676 -1.06400 -1.28416
N 4.91646 -1.86068 -2.53512
O 5.51508 -1.40377 -3.49051
O 4.25594 -2.87747 -2.55005
H 3.82432 -0.83223 -1.09807
H 5.47672 -0.18414 -1.43444
H 5.25004 -1.67090 -0.46824
C 0.62559 -0.22056 -0.28689
N -0.73728 -0.09100 0.28804
O -0.83823 0.25846 1.44535
O -1.68311 -0.27324 -0.45783
H 0.55553 -0.88846 -1.13685
H 1.34024 -0.49267 0.47837
H 0.85100 0.79231 -0.62215
C -2.60708 3.26365 1.01545
N -1.25186 3.81879 0.79127
O -0.98171 4.86794 1.34255
O -0.49770 3.20406 0.05885
H -2.66684 2.24247 0.66527
H -3.27676 3.89089 0.42759
H -2.85542 3.36248 2.06510
C -1.18955 -3.66380 1.96741
N -2.54527 -3.53811 2.56634
O -2.79437 -4.24754 3.50668
O -3.33384 -2.75091 2.06255
H -1.12978 -4.63862 1.49633
H -0.46597 -3.56677 2.77074
H -1.06676 -2.86612 1.24496
C 1.37252 2.73100 2.56097
N 2.76412 2.25693 2.80975
O 2.91844 1.09540 3.14247
O 3.66316 3.04694 2.63583
H 0.78841 1.89668 2.19530
H 1.47189 3.54105 1.84884
H 1.00279 3.15006 3.49435
C -3.47942 -2.77493 -1.10635
N -3.83169 -4.22814 -1.08446
O -3.30091 -4.91669 -0.23036
O -4.59743 -4.64384 -1.92060
H -4.00393 -2.32891 -1.94234
H -2.40577 -2.74429 -1.26853
H -3.72802 -2.31489 -0.15925
C 3.77813 -2.04017 2.60077
N 2.37020 -2.46634 2.88816
O 1.50489 -1.84640 2.29803
O 2.16857 -3.35416 3.68172
H 3.85945 -2.03251 1.52010
H 4.46311 -2.73836 3.06514
H 3.87526 -1.05350 3.04507
C 2.66335 0.81612 -4.40962
N 2.34272 -0.55104 -3.93048
O 1.91706 -0.65218 -2.78758
O 2.58059 -1.47021 -4.66940
H 2.14792 0.96019 -5.35338
H 3.74229 0.86644 -4.53752
H 2.36025 1.53025 -3.65536
C -3.89365 0.32182 2.82580
N -5.04274 0.37948 1.89421
O -4.91952 1.14469 0.94754
O -5.99631 -0.33275 2.08786
H -3.09641 -0.18671 2.29633
H -4.18300 -0.20030 3.73171
H -3.63836 1.34030 3.09829

## Properties
- SMILES = C[N+](=O)[O-].C[N+](=O)[O-].C[N+](=O)[O-].C[N+](=O)[O-].C[N+](=O)[O-].C[N+](=O)[O-].C[N+](=O)[O-].C[N+](=O)[O-].C[N+](=O)[O-].C[N+](=O)[O-].C[N+](=O)[O-]
- HOMO-LUMO gap (eV) = 10.060

***

(3)
Computed, not measured: one molecule with the formula C22H37N3S in a non-equilibrium geometry, with ωB97M-V with the def2-TZVPD basis set.

CARTESIAN COORDINATES (ANGSTROEM)
C 2.27449 0.31355 4.90702
C 1.02026 1.37450 4.83385
C 0.99659 1.93651 3.26221
C -0.49138 1.75611 2.59717
C -0.64775 0.34491 1.71473
C -0.89387 -0.97737 2.68361
C -2.33231 -0.97188 3.47233
C -3.52109 -1.84501 2.75675
C -3.48628 -1.86002 1.11857
C -2.62755 -3.12620 0.47247
C -1.54424 -2.67326 -0.67817
C -0.06926 -3.36100 -0.33018
C 0.84042 -3.67168 -1.66635
C 1.37144 -2.19995 -2.21363
C 2.72146 -1.42332 -1.66755
C 3.13682 0.08582 -2.25709
C 2.20078 0.82550 -3.40623
C 2.51976 2.35212 -4.01070
C 1.07398 3.16903 -3.86190
C 1.23867 4.80239 -3.88773
N -0.19552 5.36760 -3.81532
C 0.89486 -0.00296 -3.94932
N -0.16078 0.30768 -4.98714
S -1.38980 -0.92554 -5.23261
N -0.78727 -2.05331 -4.00886
C 0.47340 -1.48235 -3.38262
H 3.26327 0.93675 5.10333
H 2.11903 -0.44884 5.78108
H 2.44577 -0.29842 3.91398
H 1.31267 2.29095 5.52730
H -0.01793 0.92550 5.13544
H 1.22375 3.09460 3.30705
H 1.84651 1.42001 2.63908
H -0.60998 2.62303 1.78649
H -1.38811 1.91220 3.35025
H -1.51634 0.54902 0.95756
H 0.32001 0.13585 1.05283
H -0.69140 -2.00332 2.13901
H -0.05441 -0.90112 3.52906
H -2.13054 -1.49181 4.52799
H -2.62872 0.14375 3.72768
H -3.60684 -2.94634 3.19114
H -4.54797 -1.31839 3.06134
H -4.61259 -2.03820 0.76497
H -3.18693 -0.81288 0.63324
H -2.13060 -3.72232 1.37309
H -3.40921 -3.88562 -0.00303
H -1.93732 -3.00887 -1.75180
H -1.50306 -1.49204 -0.69821
H 0.47949 -2.59619 0.39820
H -0.30806 -4.37943 0.23029
H 1.74122 -4.36118 -1.34416
H 0.17101 -4.16536 -2.52255
H 3.38459 -1.96234 -0.85030
H 4.11324 0.62632 -1.83737
H 2.92510 2.32638 -5.10988
H 3.28614 2.85498 -3.24957
H 0.61599 2.82338 -2.81810
H 0.30448 2.89068 -4.70596
H 1.61708 5.07568 -4.98617
H 1.92424 5.24372 -3.04491
H -0.73465 5.01428 -4.66252
H -0.69477 4.88373 -3.00914

## Properties
- SMILES = CCCCCCCCCCCCCc1ccc(CCCN)c2nsnc12
- HOMO-LUMO gap (eV) = 6.701

***

(4)
Computed, not measured: C5H10CuO3 as an isolated structure in a non-equilibrium geometry, with ωB97M-V with the def2-TZVPD basis set.

CARTESIAN COORDINATES (ANGSTROEM)
O -0.90842 2.32580 -2.23504
C -1.14539 2.23166 -0.89310
C 0.24854 2.15248 -0.23870
O 0.56925 0.87286 0.28905
C 1.71211 0.14589 -0.34384
C 1.62613 -1.30606 -0.11376
O 0.26598 -1.69940 -0.55105
C 0.14415 -3.01568 -1.02347
Cu -0.90152 -0.45032 0.43179
H -2.15265 1.73717 -1.01593
H -1.67554 2.60249 0.03648
H 0.28152 2.86228 0.60443
H 1.08768 2.50746 -0.85873
H 2.63437 0.55712 0.09398
H 1.66445 0.42183 -1.40863
H 1.65675 -1.51395 0.97557
H -0.90372 -3.18181 -1.31102
H 0.79754 -3.16347 -1.89662
H 0.42400 -3.74096 -0.24230

## Properties
- ⟨S²⟩ = 2.011
- HOMO-LUMO gap (alpha / beta) (eV) = 4.844 / 4.822
- charge = -1
- spin multiplicity = 3